(1)
The following is a quantum chemistry calculation of a structure of composition C57H90F36N21O27S12, from OMol25.

Results
total charge: +3
electronic energy: -374968.0479 eV
HOMO energy: -14.2 eV

Each line ends with the Mulliken charge.
Element x y z (Å)
1 C -23.419 -3.111 26.731  -1.47
2 C -22.932 -4.420 27.322  0.63
3 N -22.076 -4.205 28.574  0.19
4 C -21.157 -3.179 28.745  -0.39
5 C -20.527 -3.456 29.955  -0.64
6 N -20.984 -4.695 30.404  0.16
7 C -21.887 -5.100 29.515  -0.11
8 C -20.688 -5.441 31.633  -0.82
9 H -22.707 -2.513 26.161  0.48
10 H -23.803 -2.422 27.419  0.47
11 H -24.243 -3.361 26.065  0.16
12 H -22.228 -4.835 26.603  0.12
13 H -23.727 -5.097 27.630  -0.05
14 H -21.068 -2.430 28.080  0.54
15 H -19.675 -3.003 30.401  0.41
16 H -22.486 -6.009 29.599  0.40
17 H -19.611 -5.529 31.867  0.33
18 H -21.030 -6.466 31.542  0.30
19 H -21.176 -5.023 32.507  0.35
20 C -33.090 -17.202 17.716  -1.06
21 C -32.943 -15.915 16.924  -0.49
22 N -31.497 -15.462 16.843  0.10
23 C -30.768 -14.942 17.861  -0.80
24 C -29.472 -14.829 17.380  -0.59
25 N -29.481 -15.212 16.054  0.29
26 C -30.736 -15.580 15.738  0.04
27 C -28.301 -15.207 15.121  -0.72
28 H -32.723 -18.084 17.186  0.32
29 H -34.128 -17.505 17.970  0.37
30 H -32.614 -17.140 18.708  0.32
31 H -33.402 -15.158 17.549  0.28
32 H -33.359 -15.962 15.936  0.36
33 H -31.138 -14.631 18.784  0.52
34 H -28.601 -14.687 17.949  0.80
35 H -31.021 -16.132 14.803  0.33
36 H -27.477 -15.648 15.701  0.30
37 H -27.963 -14.182 14.934  0.22
38 H -28.538 -15.681 14.137  0.34
39 C -22.876 -17.744 22.517  -1.23
40 C -22.012 -16.560 22.124  -0.20
41 N -22.107 -15.390 22.975  0.55
42 C -22.741 -14.218 22.696  -0.24
43 C -22.759 -13.470 23.844  -1.37
44 N -22.037 -14.218 24.832  0.32
45 C -21.648 -15.340 24.198  -0.52
46 C -21.714 -13.980 26.271  -0.80
47 H -23.950 -17.451 22.413  0.32
48 H -22.873 -18.275 23.541  0.30
49 H -22.815 -18.545 21.778  0.41
50 H -22.304 -16.315 21.078  -0.02
51 H -20.975 -16.798 22.106  0.38
52 H -23.168 -14.009 21.758  1.02
53 H -23.301 -12.513 24.036  0.43
54 H -21.048 -16.105 24.598  0.60
55 H -20.653 -14.132 26.503  0.35
56 H -22.129 -14.828 26.844  0.36
57 H -21.925 -12.975 26.607  0.25
58 C -25.077 -0.107 19.124  -0.88
59 C -25.093 -0.776 17.761  -0.69
60 N -25.717 -2.101 17.733  0.27
61 C -27.031 -2.248 18.153  -0.85
62 C -27.375 -3.566 18.208  -0.45
63 N -26.195 -4.208 17.754  0.28
64 C -25.254 -3.330 17.432  0.30
65 C -26.092 -5.692 17.522  -1.35
66 H -24.673 -0.715 19.899  0.21
67 H -26.147 0.057 19.448  0.32
68 H -24.508 0.882 19.062  0.35
69 H -24.090 -0.828 17.359  0.39
70 H -25.659 -0.246 17.051  0.38
71 H -27.545 -1.356 18.475  0.46
72 H -28.233 -4.173 18.454  0.63
73 H -24.198 -3.502 17.046  0.11
74 H -25.566 -6.129 18.339  0.12
75 H -25.406 -5.833 16.747  0.85
76 H -27.106 -5.968 17.390  0.44
77 C -19.576 -5.924 20.416  -0.75
78 C -18.085 -5.802 20.745  -0.43
79 N -17.362 -6.982 20.244  0.38
80 C -15.949 -7.004 20.035  -0.70
81 C -15.614 -8.236 19.497  -0.36
82 N -16.832 -8.864 19.248  0.32
83 C -17.803 -8.080 19.678  0.10
84 C -17.105 -10.186 18.592  -0.43
85 H -19.698 -5.887 19.333  0.27
86 H -20.169 -5.117 20.865  0.54
87 H -19.924 -6.932 20.730  -0.08
88 H -17.835 -5.601 21.842  0.30
89 H -17.610 -5.014 20.226  0.43
90 H -15.268 -6.285 20.517  0.43
91 H -14.624 -8.708 19.399  0.45
92 H -18.898 -8.255 19.570  0.08
93 H -17.455 -10.861 19.355  0.27
94 H -16.162 -10.551 18.150  0.31
95 H -17.883 -10.043 17.873  -0.02
96 C -33.179 -3.908 23.604  -1.19
97 C -31.806 -4.238 23.002  -0.47
98 N -30.942 -4.757 24.084  0.39
99 C -31.055 -6.039 24.677  -1.14
100 C -30.065 -6.065 25.603  0.01
101 N -29.368 -4.824 25.604  0.39
102 C -29.974 -4.100 24.673  -0.12
103 C -28.327 -4.555 26.560  -0.55
104 H -33.831 -3.417 22.897  0.42
105 H -32.970 -3.284 24.410  0.38
106 H -33.670 -4.852 23.930  0.30
107 H -31.346 -3.291 22.730  0.32
108 H -31.808 -4.915 22.138  0.31
109 H -31.775 -6.794 24.376  0.49
110 H -29.969 -6.844 26.347  0.49
111 H -29.673 -3.101 24.291  0.32
112 H -28.633 -3.558 27.044  0.41
113 H -27.312 -4.578 26.058  0.03
114 H -28.524 -5.306 27.356  0.17
115 C -23.138 -9.859 19.004  1.65
116 C -23.026 -9.014 20.262  -0.21
117 O -22.378 -8.143 20.647  -0.58
118 N -24.064 -9.578 21.278  1.98
119 H -24.976 -9.789 20.780  0.21
120 H -23.667 -10.442 21.626  -0.22
121 C -24.329 -8.617 22.424  -0.99
122 H -24.022 -9.548 18.364  -0.02
123 H -23.312 -10.839 19.447  -0.48
124 H -22.214 -9.920 18.434  -0.80
125 H -25.003 -9.086 23.113  0.85
126 H -24.790 -7.734 21.999  -0.03
127 H -23.326 -8.398 22.839  0.05
128 C -25.037 -11.455 13.744  -0.35
129 C -24.455 -10.135 13.236  0.47
130 O -25.053 -9.180 12.837  -0.54
131 N -22.922 -9.974 13.098  1.35
132 H -22.570 -9.426 13.841  0.20
133 H -22.546 -10.943 13.326  -0.13
134 C -22.432 -9.619 11.706  -0.82
135 H -26.129 -11.232 13.721  0.35
136 H -24.731 -11.586 14.810  -0.40
137 H -24.733 -12.280 13.116  0.55
138 H -22.971 -10.188 10.977  0.34
139 H -21.369 -9.878 11.712  0.33
140 H -22.610 -8.564 11.479  0.33
141 C -18.215 -14.789 16.856  -1.53
142 C -18.944 -13.410 16.962  0.49
143 O -18.647 -12.369 16.591  -0.17
144 N -20.206 -13.601 17.766  0.90
145 H -20.912 -14.286 17.422  0.14
146 H -19.922 -13.853 18.720  0.11
147 C -21.039 -12.376 17.927  -0.54
148 H -18.958 -15.588 16.618  0.30
149 H -17.786 -14.818 17.833  0.52
150 H -17.391 -14.729 16.112  0.41
151 H -20.379 -11.631 18.326  0.26
152 H -21.960 -12.663 18.464  -0.09
153 H -21.375 -11.987 16.988  0.34
154 C -19.741 -7.997 14.733  0.09
155 F -18.744 -7.253 15.232  -0.21
156 F -20.463 -7.250 13.951  -0.19
157 F -19.364 -9.051 14.140  -0.06
158 S -20.958 -8.534 16.167  0.65
159 O -21.995 -9.123 15.357  -0.55
160 O -20.253 -9.334 17.136  -0.45
161 N -21.350 -7.226 16.839  -0.08
162 S -22.275 -6.028 16.450  0.58
163 O -22.995 -6.040 15.189  -0.80
164 O -23.086 -5.741 17.632  -0.43
165 C -21.172 -4.516 16.272  0.50
166 F -21.972 -3.534 16.723  -0.16
167 F -20.133 -4.702 17.108  -0.19
168 F -20.795 -4.497 14.988  -0.18
169 C -23.852 -15.509 14.911  0.52
170 F -24.213 -14.317 15.442  0.00
171 F -24.548 -16.433 15.556  -0.24
172 F -24.115 -15.555 13.655  -0.21
173 S -22.035 -15.536 15.184  0.70
174 O -22.002 -15.459 16.629  -0.70
175 O -21.342 -16.634 14.597  -0.66
176 N -21.711 -14.066 14.609  -0.04
177 S -21.469 -13.768 13.094  0.64
178 O -21.573 -14.837 12.147  -0.58
179 O -22.320 -12.618 12.770  -0.82
180 C -19.730 -12.992 13.334  0.59
181 F -18.923 -13.789 13.996  -0.24
182 F -19.132 -12.808 12.141  -0.23
183 F -19.945 -11.882 14.054  -0.11
184 C -24.737 -13.866 18.368  -0.07
185 F -25.458 -14.773 17.685  -0.12
186 F -23.661 -14.436 18.924  0.00
187 F -24.247 -12.975 17.492  0.21
188 S -25.804 -13.001 19.632  0.67
189 O -26.824 -13.835 20.169  -0.67
190 O -24.724 -12.499 20.508  -0.26
191 N -26.286 -11.675 18.890  -0.15
192 S -27.431 -11.619 17.837  0.73
193 O -27.383 -12.817 16.992  -0.37
194 O -28.710 -11.105 18.303  -0.69
195 C -26.774 -10.266 16.773  0.36
196 F -27.424 -10.299 15.603  -0.23
197 F -26.939 -9.059 17.314  -0.21
198 F -25.510 -10.386 16.482  -0.02
199 C -17.822 -13.847 22.663  0.42
200 F -18.373 -14.296 23.816  -0.18
201 F -17.307 -12.650 22.945  -0.22
202 F -16.848 -14.650 22.338  -0.20
203 S -19.014 -13.519 21.373  1.12
204 O -18.285 -12.981 20.264  -0.60
205 O -19.739 -14.701 21.097  -0.71
206 N -19.962 -12.588 22.248  -0.23
207 S -20.332 -11.070 21.951  0.93
208 O -19.504 -10.215 21.178  -0.63
209 O -21.796 -11.084 21.667  -0.58
210 C -19.950 -10.461 23.709  -0.04
211 F -20.597 -9.366 23.992  -0.12
212 F -20.309 -11.442 24.591  -0.13
213 F -18.668 -10.332 23.761  -0.17
214 C -22.511 -8.978 27.313  0.36
215 F -22.807 -7.914 28.052  -0.11
216 F -21.162 -9.136 27.238  -0.21
217 F -22.959 -10.028 27.999  -0.23
218 S -23.367 -8.827 25.656  0.80
219 O -22.756 -7.670 25.115  -0.52
220 O -23.224 -10.074 24.956  -0.46
221 N -24.897 -8.774 26.064  -0.19
222 S -25.846 -7.527 26.420  0.81
223 O -25.170 -6.256 26.573  -0.53
224 O -27.081 -7.533 25.660  -0.43
225 C -26.457 -7.801 28.163  0.33
226 F -27.678 -7.185 28.316  -0.20
227 F -26.677 -9.117 28.315  -0.21
228 F -25.682 -7.307 29.095  -0.18
229 C -28.443 -7.573 21.896  0.15
230 F -28.047 -8.604 22.633  -0.17
231 F -29.308 -8.023 20.964  -0.20
232 F -29.282 -6.792 22.648  0.01
233 S -27.044 -6.622 21.153  0.53
234 O -26.297 -7.654 20.474  -0.26
235 O -27.804 -5.726 20.309  -0.36
236 N -26.231 -5.993 22.305  -0.47
237 S -26.515 -4.578 22.856  1.11
238 O -27.754 -3.926 22.558  -0.63
239 O -26.076 -4.521 24.198  -0.55
240 C -25.197 -3.508 22.159  0.12
241 F -25.244 -2.282 22.674  -0.18
242 F -23.971 -4.084 22.429  -0.18
243 F -25.349 -3.408 20.849  0.03

***

(2)
The following is a quantum chemistry calculation of a structure of composition C33H43N6PdS, from OMol25.

Results
total charge: +1
electronic energy: -58169.6784 eV
HOMO energy: -10.8 eV

Each line ends with the Mulliken charge.
Element x y z (Å)
1 Pd -0.053 -0.467 -0.319  -0.83
2 N -1.073 -3.450 -3.264  -0.40
3 C -0.980 -2.365 -2.476  0.51
4 S -0.460 -2.658 -0.825  -0.30
5 N -1.304 -1.217 -3.004  -1.60
6 N -1.131 -0.224 -2.074  1.50
7 C -1.622 0.921 -2.315  -1.24
8 C -1.428 1.958 -1.300  1.02
9 C -2.108 3.158 -1.341  -0.94
10 C -1.958 4.053 -0.293  -0.46
11 C -1.125 3.722 0.762  -1.17
12 C -0.457 2.513 0.715  -0.12
13 N -0.600 1.651 -0.291  0.62
14 H -0.935 -4.369 -2.885  0.21
15 H -1.488 -3.349 -4.175  0.24
16 H -2.190 1.100 -3.221  0.37
17 H -2.759 3.377 -2.178  0.53
18 H -2.489 4.996 -0.300  0.44
19 H -0.985 4.387 1.603  0.54
20 H 0.219 2.217 1.507  0.24
21 C 2.954 -2.205 -1.955  -1.54
22 C 2.490 -0.765 -2.156  4.32
23 C 2.366 -0.421 -3.639  -1.73
24 C 3.395 0.208 -1.408  0.16
25 C 4.593 0.574 -2.013  -0.83
26 C 5.450 1.482 -1.423  -1.68
27 C 5.082 2.104 -0.247  -0.55
28 C 3.903 1.774 0.412  1.06
29 C 3.531 2.620 1.633  0.92
30 C 3.484 4.107 1.260  -1.66
31 C 4.489 2.395 2.805  -1.59
32 C 3.115 0.742 -0.134  0.17
33 N 1.986 0.209 0.574  0.53
34 C 1.973 0.119 1.817  -0.49
35 C 0.714 -0.355 2.530  -0.85
36 N -0.311 -0.710 1.911  1.17
37 C -1.335 -1.427 2.648  -0.55
38 C -2.664 -1.063 2.443  0.86
39 C -3.639 -1.678 3.219  -0.31
40 C -3.305 -2.641 4.154  -1.63
41 C -1.990 -3.043 4.277  -0.55
42 C -0.975 -2.463 3.515  0.79
43 C 0.422 -3.080 3.609  0.65
44 C 0.374 -4.574 3.267  -1.55
45 C 1.052 -2.868 4.987  -1.57
46 C -3.082 -0.017 1.423  2.17
47 C -3.866 -0.669 0.283  -1.52
48 C -3.889 1.118 2.062  -1.77
49 H 2.327 -2.896 -2.519  0.42
50 H 2.912 -2.496 -0.904  0.30
51 H 3.986 -2.319 -2.297  0.39
52 H 1.488 -0.660 -1.739  -1.80
53 H 3.285 -0.640 -4.188  0.42
54 H 2.130 0.635 -3.787  0.41
55 H 1.565 -1.014 -4.087  0.44
56 H 4.858 0.135 -2.967  0.34
57 H 6.392 1.733 -1.898  0.37
58 H 5.723 2.871 0.171  0.37
59 H 2.525 2.355 1.958  -0.19
60 H 4.475 4.492 1.010  0.37
61 H 3.105 4.694 2.101  0.44
62 H 2.832 4.279 0.400  0.36
63 H 5.499 2.718 2.539  0.37
64 H 4.556 1.343 3.094  0.39
65 H 4.172 2.968 3.680  0.42
66 H 2.862 0.277 2.430  0.43
67 H 0.731 -0.348 3.624  0.45
68 H -4.677 -1.393 3.093  0.43
69 H -4.073 -3.094 4.770  0.39
70 H -1.739 -3.839 4.968  0.35
71 H 1.071 -2.622 2.861  0.17
72 H -0.201 -5.135 4.007  0.34
73 H 1.385 -4.988 3.250  0.45
74 H -0.080 -4.740 2.288  0.32
75 H 0.487 -3.404 5.754  0.35
76 H 1.073 -1.814 5.279  0.34
77 H 2.077 -3.246 5.003  0.43
78 H -2.184 0.419 1.008  -1.02
79 H -4.769 -1.152 0.663  0.40
80 H -3.267 -1.430 -0.225  0.17
81 H -4.167 0.082 -0.453  0.42
82 H -4.861 0.768 2.418  0.37
83 H -4.075 1.906 1.328  0.41
84 H -3.362 1.558 2.913  0.38